1.
# C25H16CeN4O4

A molecular structure, C25H16CeN4O4 (wB97M-V/def2-TZVPD, the Open Molecules 2025 dataset).

Atoms and positions in Å:
Ce 0.4082 0.3379 -0.6147
O -1.5893 0.7019 0.1020
O 3.3611 -1.3228 -2.6152
O -3.4508 -0.4956 -0.5181
O 2.4478 0.1984 -1.1519
N -0.0364 0.7443 1.3089
N 0.9491 -1.7710 -0.2316
N -0.0537 2.3746 -1.3394
N -0.1036 -1.0923 -1.7079
C 0.6462 -2.8275 3.3270
C 1.5710 -4.0612 -0.0184
C 0.8716 -2.7904 1.9423
C 0.9518 -1.5680 -2.3242
C 1.3168 -3.9829 1.3410
C -0.8509 4.9791 -1.0539
C 2.3530 -0.8265 -1.9913
C -1.1846 4.7417 1.3043
C -2.1876 -0.2658 -0.5857
C 0.6667 -1.6177 1.1669
C -0.4012 2.7972 -0.0128
C -0.1096 3.1969 -2.3975
C 0.1849 -0.4109 1.9588
C -1.8032 -2.3116 -2.3796
C 1.3720 -2.9287 -0.7606
C -0.5010 4.5053 -2.3076
C -0.4070 2.0361 1.3049
C -0.7962 2.6909 2.4844
C 0.2076 -1.7123 4.0203
C -0.0187 -0.5239 3.3434
C -1.3995 -1.2736 -1.5928
C -1.1797 4.0230 2.4878
C 0.6036 -2.6123 -3.1277
C -0.7895 -2.9864 -3.1541
C -0.8083 4.1547 0.0865
H 2.2104 1.0393 0.3790
H 0.0390 -1.7605 5.0907
H 1.5471 -2.9040 -1.8298
H -0.8073 2.1688 3.4298
H 1.3498 -3.1292 -3.7148
H -0.3603 0.3206 3.9237
H -1.0902 -3.8161 -3.7876
H -2.8431 -2.6061 -2.4122
H -1.4739 4.4943 3.4193
H 0.8138 -3.7429 3.8879
H 1.4700 -4.8739 1.9445
H 1.9130 -4.9784 -0.4784
H -1.4905 5.7836 1.3422
H -1.1641 6.0163 -0.9657
H 0.1802 2.7471 -3.3399
H -0.5345 5.1403 -3.1824

The total charge is -1. As for the multiplicity: 2. The expectation value of S² is 0.797. The HOMO-LUMO gap (alpha / beta) is 0.161 / 0.176 hartree. The HOMO energy (alpha / beta) comes out at -2.4 / -2.8 eV.



2.
# C25H16ClN5O6SV

A molecular structure, C25H16ClN5O6SV (wB97M-V/def2-TZVPD, the Open Molecules 2025 dataset).

Atoms and positions in Å:
V -0.6194 0.3125 0.3339
Cl 3.7840 4.1508 1.1803
S -5.9828 2.4371 -4.2287
O 2.8338 -1.0745 -1.3781
O 5.6454 2.2489 -0.2576
O 0.8569 -0.1887 4.1948
O -2.3166 -0.8638 1.0637
O 5.0469 0.3020 -1.1264
O 0.7071 -0.8159 -0.7399
N 1.6095 2.6768 0.8205
N 1.1649 1.5189 0.3022
N -1.6940 0.9629 -1.4679
N -0.5230 -0.4419 2.3487
N -4.3541 0.9611 -5.6814
C -3.5967 1.3371 -3.4544
C -2.2944 2.1472 -1.6292
C 4.7919 1.4322 -0.4944
C 0.3593 4.7521 1.0404
C -2.0231 -0.0345 -2.2961
C 0.6985 3.5056 1.5397
C -1.2553 -2.0510 5.5807
C -3.2436 2.3775 -2.6038
C -1.1264 5.0382 2.9088
C -0.1206 -0.6527 3.6643
C -3.3873 -3.0245 4.9427
C -2.1731 -1.7370 3.3769
C 2.9410 2.7974 0.6079
C 3.3773 1.6740 -0.0732
C -2.3839 -2.8127 5.8839
C -0.5591 5.5222 1.7398
C -2.9750 0.1054 -3.2893
C -1.1734 -1.5243 4.3119
C 2.2110 0.8980 -0.2226
C -1.7257 -1.0139 2.1615
C 0.1504 3.0100 2.7139
C 1.9225 -0.4503 -0.8401
C -0.7740 3.7854 3.3945
C -3.2967 -2.4817 3.6618
C -4.6361 1.5481 -4.5071
H -4.2498 -3.6196 5.2113
H -3.7220 3.3409 -2.6996
H -0.4723 -1.8789 6.3069
H -1.9987 2.9330 -0.9429
H -1.8431 5.6433 3.4480
H -3.4430 0.5808 -5.8757
H 0.8110 5.1083 0.1253
H -4.0718 -2.6387 2.9240
H 4.2310 -0.2671 -1.2514
H 0.4601 2.0362 3.0792
H -3.2384 -0.7494 -3.8975
H -4.9953 1.0954 -6.4456
H -1.2092 3.4180 4.3143
H -2.4842 -3.2484 6.8693
H -1.5098 -0.9751 -2.1367
H -0.8339 6.5005 1.3693

As for the multiplicity: 4. The expectation value of S² is 3.757. The HOMO-LUMO gap (alpha / beta) is 0.260 / 0.301 hartree. The HOMO energy (alpha / beta) comes out at -8.0 / -9.2 eV.



3.
# C25H16N2O5S2

C25H16N2O5S2 in the gas phase (wB97M-V/def2-TZVPD, the Open Molecules 2025 dataset).

Atoms and positions in Å:
S 0.5949 5.1037 -0.9420
S -2.3957 0.8548 -3.2038
O -0.4429 3.5160 -3.7641
O 1.6726 3.4604 4.3466
O 0.5874 5.3526 -4.6114
O -0.7546 -0.8271 1.3321
O 3.3723 2.8139 6.1711
N -0.6805 2.2453 -1.4245
N -0.0179 1.2362 0.7206
C -1.2351 -3.4313 -1.7951
C -0.7435 0.0763 0.4725
C 1.4545 2.4707 2.2345
C 0.4965 4.4848 -3.7263
C 4.8534 -0.2875 3.8074
C 0.6312 3.5911 0.1251
C 3.8530 1.8535 5.2624
C -1.4107 1.0969 -1.7002
C 1.4453 4.4714 -2.4647
C 3.7189 0.5581 3.2784
C -1.3220 -4.8167 -1.5997
C 4.8775 1.0485 5.7705
C 5.4821 0.0614 5.0197
C 2.1078 2.6046 3.5385
C -2.5461 -5.2971 -1.0337
C 1.2970 3.6848 1.3989
C 0.0329 2.2863 -0.2415
C -2.1795 -2.5160 -1.2420
C -2.7734 -0.7475 -2.6382
C 3.2867 1.6970 3.9985
C -3.3349 -3.0193 -0.6556
C -1.3707 -0.0012 -0.8860
C -2.1573 -1.0587 -1.5399
C 0.7494 1.3152 1.9386
C -3.4859 -4.3642 -0.5134
H -0.4090 -2.9657 -2.3440
H -2.7383 -6.3583 -0.8765
H -4.3584 -4.5980 -0.0160
H -0.4809 -5.4999 -1.8686
H -3.4899 -1.4258 -3.0668
H 1.8988 3.5207 -2.4110
H 5.0368 1.2707 6.8142
H -4.1174 -2.3736 -0.3006
H 2.1839 5.1327 -2.7173
H 3.3632 0.2981 2.2476
H 1.5554 4.6907 1.5101
H 2.7652 3.5675 5.8728
H 0.6716 0.4348 2.5481
H -0.4450 2.9672 -2.9494
H 5.1562 -1.1669 3.1275
H 6.2039 -0.5525 5.4554

As for the multiplicity: 1. For the relative energy (zero: lowest compared OMol25 entry of this formula, charge and spin), the calculation gives 380.0 kJ/mol. The HOMO-LUMO gap is 0.269 hartree. Its SMILES is O=C(O)CSc1cc(C(=O)c2ccccc2O)cn2c(=O)c3c(-c4ccccc4)csc3nc12. The HOMO energy comes out at -8.7 eV.



4.
# C25H17AlBr2Cl3FN3O9

A molecular structure, C25H17AlBr2Cl3FN3O9 (wB97M-V/def2-TZVPD, the Open Molecules 2025 dataset).

Atoms and positions in Å:
Br 0.5798 4.5400 -1.1281
Br 5.9896 3.0195 -1.2918
Cl -2.4417 0.2088 5.5559
Cl -2.7130 -0.2576 2.6672
Cl 1.1984 -7.1899 -1.5948
Al -0.9529 0.1291 -1.0710
F 1.0291 2.4997 2.5685
O 0.3665 -1.6930 2.1129
O -0.2858 -0.8962 0.1484
O 0.1458 1.5204 -1.2163
O -0.1518 3.4745 4.9322
O -2.3548 1.0095 -0.5415
O -4.1532 3.8596 2.8232
O -2.4130 -1.7152 -1.7051
O -1.1196 -0.3441 -2.8211
O -4.5490 1.1524 -0.1693
N 1.9735 -0.4530 -1.6296
N -2.3826 3.0942 1.5801
N -2.1403 3.5896 3.8328
C 0.4187 -3.1567 0.2610
C 0.1538 -1.8297 0.9231
C 0.9013 -5.6294 -0.8792
C 4.2466 -1.1915 -1.7268
C 3.2093 3.4804 -1.2222
C 3.7931 1.1447 -1.4349
C 1.8488 3.1370 -1.2145
C -3.1771 3.0415 0.3542
C -1.6664 -0.4089 4.0803
C 2.4146 0.8141 -1.4449
C -2.9884 3.5319 2.7432
C 0.8558 -4.2176 1.0453
C -3.4341 1.6144 -0.1500
C -2.4480 -1.8795 -4.0998
C -1.9981 -1.3069 -2.7842
C -1.0536 2.7438 1.5580
C 0.2339 -3.3483 -1.1018
C 1.4051 1.8280 -1.2766
C 2.8556 -1.4065 -1.7736
C 4.1559 2.5066 -1.3127
C 4.7107 0.0796 -1.5618
C -0.2690 2.8361 2.6363
C -0.7763 3.3118 3.9067
C 0.4716 -4.5854 -1.6805
C 1.1018 -5.4585 0.4814
H 1.4453 -6.2884 1.0833
H -2.6390 3.5792 -0.4294
H 1.0015 -4.0505 2.1035
H -0.0783 -2.5123 -1.7127
H 5.7714 0.2874 -1.5280
H -2.4549 -2.9664 -4.0419
H -4.1279 3.5180 0.5631
H -1.8056 -1.5402 -4.9079
H -0.7579 0.1493 3.8959
H 3.4941 4.5203 -1.1545
H -3.4706 -1.5506 -4.2866
H -0.6644 2.3917 0.6131
H 0.3212 -4.7389 -2.7404
H 4.9240 -2.0295 -1.8195
H -1.4441 -1.4575 4.2239
H -2.5732 3.8961 4.6924
H 2.4676 -2.4069 -1.9330

The total charge is -1. As for the multiplicity: 1. For the relative energy (zero: lowest compared OMol25 entry of this formula, charge and spin), the calculation gives 62.7 kJ/mol. The HOMO-LUMO gap is 0.296 hartree. The HOMO energy comes out at -5.9 eV.



5.
# C25H17CaIN3

A molecular structure, C25H17CaIN3 (wB97M-V/def2-TZVPD, the Open Molecules 2025 dataset).

Atoms and positions in Å:
I 0.8495 -1.7780 0.9628
Ca -0.3212 0.7260 -0.3743
N 1.4221 0.6608 -1.9140
N -2.4453 -0.2014 -0.1308
N -0.8960 -0.6020 -2.2602
C 1.5064 1.3483 3.9753
C -0.2976 -1.5455 -4.3504
C -3.1191 -0.0253 1.0133
C 1.9780 -1.3850 3.6508
C 0.4456 1.5014 1.7051
C 1.3135 -0.0589 -3.0502
C -4.8722 -1.4396 0.2654
C -2.0836 -1.2241 -2.2934
C 3.5646 0.4536 -3.6300
C -1.5307 -2.1740 -4.4000
C 2.3725 -0.7390 4.8460
C 0.2695 2.8390 1.9873
C 3.6889 1.1681 -2.4545
C -4.3412 -0.6310 1.2511
C 2.1397 0.5931 4.9976
C -0.0067 -0.7595 -3.2519
C -4.1705 -1.6400 -0.9159
C 0.6697 3.4743 3.1918
C 1.2743 2.7395 4.1601
C -2.9549 -1.0140 -1.0801
C 1.3713 -0.6504 2.6766
C 2.3638 -0.1739 -3.9334
C 2.5883 1.2496 -1.6184
C 1.0910 0.7443 2.7538
C -2.4372 -2.0243 -3.3636
H 1.5900 3.2002 5.0898
H 0.4132 -1.6757 -5.1536
H 2.1600 -2.4432 3.5246
H 0.4949 4.5338 3.3376
H -2.6507 0.6150 1.7523
H -5.8270 -1.9279 0.4124
H -4.8560 -0.4692 2.1876
H 2.8554 -1.3122 5.6268
H -1.7838 -2.7944 -5.2501
H -3.3926 -2.5277 -3.3990
H 4.6159 1.6532 -2.1836
H -0.2110 3.4873 1.2497
H 2.2676 -0.7475 -4.8443
H -4.5748 -2.2850 -1.6832
H 4.4015 0.3695 -4.3113
H 2.6284 1.7913 -0.6800
H 2.4366 1.1008 5.9086

The total charge is +1. As for the multiplicity: 1. The HOMO-LUMO gap is 0.238 hartree. The HOMO energy comes out at -10.0 eV.



6.
# C25H17EuF5N4O2S2Se

A molecular structure, C25H17EuF5N4O2S2Se (wB97M-V/def2-TZVPD, the Open Molecules 2025 dataset).

Atoms and positions in Å:
Eu -1.1111 2.3464 -0.9065
Se 1.3052 0.3178 3.0923
S 0.3472 0.8623 -4.6084
S 2.3385 -0.9924 -3.5014
F 3.7154 4.4119 1.2817
F -1.5870 4.4811 -0.6773
F 5.0083 0.7842 1.4449
F 3.8290 1.6533 4.8849
F 1.7917 2.5617 0.8158
O -0.4213 0.3925 0.5046
O -0.1636 -2.1068 1.8907
N -2.5059 0.4726 -2.1712
N 0.6519 0.5195 -1.8917
N -2.9340 1.2972 0.4672
N 1.4549 0.0895 -0.8860
C 3.6205 3.4475 2.1023
C -3.5798 0.1608 0.0530
C 3.1442 -0.4799 1.0757
C 3.9483 -1.5583 1.8992
C 2.0471 -0.9809 -5.3456
C 3.6346 0.8681 1.5393
C 0.5781 -0.6098 -5.5681
C 3.9986 3.4825 3.4384
C -4.5303 -0.4773 0.8775
C 1.6408 -0.6082 1.2935
C -3.9919 1.1251 2.6371
C -5.1139 -1.9478 -0.9920
C -5.1303 -1.6783 0.3903
C -3.4687 -0.1852 -1.3418
C 2.9856 2.2287 1.4874
C 0.7764 0.0019 0.2609
C 1.9782 -2.9938 2.0301
C -4.3541 -1.1114 -1.8485
C -4.7372 0.0215 2.2088
C -3.1799 1.7452 1.6514
C 3.3699 -2.7356 2.2090
C 1.0214 0.1643 -3.1050
C 2.8950 1.3679 2.7610
C 1.1799 -1.9989 1.6717
C 3.5817 2.2036 3.6939
H 1.5449 -3.9114 2.2372
H -5.6237 -2.7810 -1.4362
H 2.1677 -2.0434 -5.6860
H -4.1397 1.5564 3.6149
H 2.7395 -0.2499 -5.7975
H -1.6954 -0.0614 -2.0931
H 4.9802 -1.3103 2.2022
H -0.5880 -1.2297 1.6128
H -2.9034 0.5208 -3.1100
H -4.4127 -1.2824 -2.9370
H -0.1240 -1.3642 -5.1240
H 3.3589 -0.4876 0.0024
H -2.6578 2.7035 1.8742
H -5.5172 -0.3573 2.7871
H 3.9443 -3.5753 2.5285
H 0.4061 -0.3544 -6.6306
H -5.5129 -2.3149 1.1357

As for the multiplicity: 8. The expectation value of S² is 15.773. The HOMO-LUMO gap (alpha / beta) is 0.216 / 0.093 hartree. The HOMO energy (alpha / beta) comes out at -6.4 / -5.2 eV.



7.
# C25H18AlCl5F6N3O3

A molecular structure, C25H18AlCl5F6N3O3 (wB97M-V/def2-TZVPD, the Open Molecules 2025 dataset).

Atoms and positions in Å:
Cl 3.1516 3.3972 -1.9214
Cl 7.8001 6.2266 -1.6696
Cl 6.3267 2.8637 2.3007
Cl 8.3654 4.9032 1.0910
Cl 5.1650 5.5072 -3.2348
Al 3.3788 2.0099 0.4680
F 3.0575 -0.7256 0.9602
F 4.8302 -1.8008 -0.8344
F -0.9255 -1.6878 -2.8993
F 3.2246 -0.6410 -1.7200
F 5.1588 -0.0633 1.1467
F 5.2373 0.1722 -1.6438
O 2.7573 2.5231 2.0714
O 1.3451 2.8230 3.7709
O 1.6681 1.4713 -0.1535
N -3.1837 -2.4527 -1.3933
N -1.4787 0.3408 2.1775
N -4.9352 -4.4553 -2.3428
C 6.9351 4.5025 0.2283
C 6.6853 5.1005 -1.0110
C -2.2095 -1.5313 -0.9152
C -4.9139 -3.0745 -2.9592
C -0.3031 0.2460 0.0873
C 0.7256 1.1263 0.6178
C 4.3460 -0.5637 -0.9659
C -0.1675 -0.2595 -1.2107
C -1.0986 -1.1343 -1.6824
C -2.5810 -0.0519 3.0335
C -3.1961 0.9830 3.9202
C 4.8620 3.2516 0.0796
C 6.0219 3.5897 0.7572
C -3.9520 0.4775 2.7279
C -0.4956 1.1101 2.6688
C 4.6683 3.8760 -1.1334
C 1.6215 2.3658 2.6889
C 4.0309 0.0934 0.3805
C -2.3418 -1.0325 0.3632
C -1.3833 -0.1502 0.8804
C -3.1483 -3.7760 -0.8012
C -4.5132 -4.4247 -0.8920
C -3.5228 -2.4967 -2.8018
C 0.6085 1.5103 1.9688
C 5.5244 4.7907 -1.7176
H -3.2023 -1.3092 0.9537
H -2.8113 -3.0893 -3.3939
H -3.5254 -1.4930 -3.2225
H -5.2717 -3.8392 -0.3746
H -2.4876 -1.0608 3.4160
H -5.2029 -3.1882 -4.0022
H -3.5000 0.6600 4.9044
H -0.6032 1.4323 3.6960
H -4.2914 -5.0587 -2.8626
H -5.8617 -4.8740 -2.4362
H 0.6976 0.0042 -1.8038
H -2.8652 -3.7142 0.2482
H -2.8100 1.9908 3.8696
H -4.0389 1.1483 1.8844
H -2.4011 -4.4211 -1.2948
H -5.6611 -2.4923 -2.4223
H -4.5186 -5.4516 -0.5321
H -4.7916 -0.1841 2.8873

The total charge is +1. As for the multiplicity: 1. For the relative energy (zero: lowest compared OMol25 entry of this formula, charge and spin), the calculation gives 9.3 kJ/mol. The HOMO-LUMO gap is 0.248 hartree. The HOMO energy comes out at -10.3 eV.



8.
# C25H18BeBrF21N3Na2O14S2

A molecular structure, C25H18BeBrF21N3Na2O14S2 (wB97M-V/def2-TZVPD, the Open Molecules 2025 dataset).

Atoms and positions in Å:
Br 2.5085 1.6684 -2.7521
S 3.5034 -5.2133 -3.7184
S 1.9948 -4.4556 -1.6969
Na -2.9119 0.8425 -2.1168
Na 1.2725 -0.6100 0.2642
F -0.1336 -4.5301 2.3218
F 2.2726 -5.8428 0.4688
F 3.2229 -7.7412 -4.3035
F 0.6170 -4.4661 0.4852
F -0.8151 2.4276 2.1291
F -3.6277 -2.6381 0.5397
F -1.3819 -3.4996 -0.9537
F -2.4129 -1.6915 -1.5514
F -1.3208 -3.1230 1.1544
F 1.9248 8.3362 -1.3357
F -2.2122 -6.2946 2.3544
F -1.5267 -5.7648 0.3589
F -0.1200 -1.9705 3.1748
F -1.2302 -0.0621 0.8322
F -2.3271 1.4928 -0.1435
F 0.5067 -6.2920 -0.6531
F -0.2487 3.1727 0.1625
F 4.9806 -7.2897 -3.1538
F -0.4065 0.7657 -0.9377
F -4.8291 -2.9049 -1.2336
F 4.9019 -6.7791 -5.2408
O 0.8786 -3.8334 -2.4422
O 4.6146 -4.3427 -3.4997
O 0.3178 0.2198 -5.8974
O 2.8375 -3.3833 -1.1337
O 1.9652 7.6521 -3.4878
O -0.9176 1.1890 -4.4452
O -3.0590 5.9132 8.6904
O 3.5767 -0.1893 3.0297
O 1.1994 5.5586 -3.2417
O 1.9586 6.2385 -5.2414
O 2.4854 3.2198 -0.0150
O -3.8744 -4.6711 -0.3207
O 2.6357 -4.8540 -4.7937
O -4.6056 4.7715 7.7423
N -0.5507 0.9831 -5.5950
N 2.7208 -5.6259 -2.3561
N -3.4627 5.1517 7.8451
C -1.3857 -4.1238 2.0643
C 1.2439 7.6309 -2.2687
C -1.1671 5.0295 6.9696
C -3.7187 -3.3511 -0.5890
C -2.5171 -3.0684 -1.4863
C -1.2192 1.7305 -6.6957
C 1.1403 1.5807 1.1290
C 3.2642 0.9357 -0.3130
C -0.6652 3.6699 5.0575
C 2.3078 2.0748 0.2182
C 4.1976 -6.8583 -4.1328
C 1.4736 0.6136 2.0716
C -1.9995 3.3013 4.9618
C -1.1115 1.0508 0.1809
C -0.2683 2.1307 0.9838
C 3.6034 -0.0096 0.5969
C 1.2975 -5.3284 -0.2475
C 1.2106 6.1571 -1.9383
C -3.6578 -5.0188 1.0605
C -0.2496 4.5347 6.0587
C -2.4886 4.6458 6.8650
C 1.7349 6.4606 -4.1093
C -2.9197 3.7911 5.8716
C -2.1850 -5.2886 1.4485
C 2.9853 0.0940 2.0462
Be 1.9889 -2.1163 -2.4597
H -1.6639 0.9975 -7.3614
H -0.8461 5.7028 7.7493
H 0.2630 8.0854 -2.4187
H 2.1016 5.8368 -1.3979
H -1.8105 -3.7453 2.9954
H 0.3300 5.8703 -1.3690
H 0.0554 3.2808 4.3513
H -1.9732 2.3778 -6.2673
H -2.3231 2.6284 4.1808
H 4.2505 -0.8275 0.3402
H -2.6106 -3.5121 -2.4783
H -3.9572 3.5032 5.8012
H 3.6380 0.9110 -1.3730
H 0.7207 0.2362 2.7484
H -0.4548 2.3080 -7.2059
H 0.7894 4.8216 6.1320
H -4.1441 -4.3169 1.7310
H -4.1821 -5.9606 1.2051

The total charge is +1. As for the multiplicity: 1. The HOMO-LUMO gap is 0.110 hartree. The HOMO energy comes out at -10.5 eV.



Question: Among the records above, which one has the highest multiplicity?
Answer: C25H17EuF5N4O2S2Se